{
  "formula": "C24H41FO11S4",
  "method": "wB97M-V/def2-TZVPD",
  "elements": ["C", "C", "C", "C", "C", "C", "F", "C", "O", "O", "C", "O", "H", "H", "H", "H", "H", "H", "H", "H", "H", "C", "C", "C", "S", "O", "O", "C", "H", "H", "H", "H", "H", "H", "H", "H", "C", "C", "C", "S", "O", "O", "C", "H", "H", "H", "H", "H", "H", "H", "H", "C", "C", "C", "S", "O", "O", "C", "H", "H", "H", "H", "H", "H", "H", "H", "C", "C", "C", "S", "O", "O", "C", "H", "H", "H", "H", "H", "H", "H", "H"],
  "positions_angstrom": [[-3.5118, -2.8259, 2.7156], [-3.3331, -1.6086, 3.8371], [-4.1488, -0.2187, 3.3913], [-3.2653, 0.4474, 2.1810], [-5.6606, -0.6930, 2.9692], [-6.5340, -0.2365, 1.8525], [-6.2635, 0.8104, 0.8378], [-7.9326, -1.0956, 1.9027], [-8.8584, -0.9864, 0.9473], [-7.9284, -1.9786, 3.0945], [-6.6040, -1.8391, 3.7333], [-6.2515, -2.5594, 4.8328], [-4.2842, -3.5805, 3.2027], [-2.4957, -3.3750, 2.5047], [-3.9107, -2.4383, 1.6753], [-3.6369, -1.9882, 4.9062], [-2.1709, -1.3556, 3.8954], [-4.2589, 0.4984, 4.3355], [-3.7551, 0.3783, 1.1164], [-2.2247, -0.1303, 2.0930], [-2.9694, 1.5696, 2.4256], [-1.2934, -0.5229, -2.3674], [-1.8254, 0.8598, -2.7412], [-1.5905, 1.7804, -1.5447], [-0.1666, 1.1288, -0.6849], [-0.5900, 0.6591, 0.6175], [0.9506, 2.0360, -0.8566], [0.0737, -0.2841, -1.7439], [-1.2285, -1.1821, -3.2380], [-1.9630, -0.9915, -1.6363], [-1.2762, 1.2388, -3.6116], [-2.8855, 0.8261, -3.0113], [-1.3859, 2.8064, -1.8607], [-2.4391, 1.7650, -0.8553], [0.4334, -1.1326, -1.1592], [0.8111, -0.0107, -2.5045], [-1.7254, 3.7343, 7.6021], [-2.5373, 4.7786, 6.8374], [-2.3758, 4.4839, 5.3471], [-2.0707, 2.7285, 5.2151], [-0.7279, 2.5311, 4.7110], [-3.2252, 2.0873, 4.6182], [-2.0710, 2.3963, 6.9659], [-1.9572, 3.7428, 8.6712], [-0.6547, 3.9404, 7.4855], [-3.5945, 4.6954, 7.1174], [-2.2140, 5.7967, 7.0758], [-3.2787, 4.7387, 4.7864], [-1.5148, 5.0101, 4.9260], [-1.3491, 1.6112, 7.1974], [-3.0791, 2.0759, 7.2454], [5.6081, -1.8894, -1.8374], [5.0409, -2.2084, -0.4550], [3.5202, -2.2739, -0.5871], [3.1858, -2.7689, -2.2707], [2.5227, -1.6753, -2.9493], [2.6576, -4.1185, -2.2750], [4.8856, -2.8163, -2.8036], [6.6916, -2.0347, -1.8753], [5.3970, -0.8437, -2.0913], [5.4241, -3.1795, -0.1188], [5.3409, -1.4625, 0.2876], [3.0880, -3.0062, 0.0995], [3.0619, -1.2945, -0.4243], [4.9602, -2.4952, -3.8440], [5.2400, -3.8463, -2.7005], [4.0486, -0.3240, -6.9345], [4.9151, 0.9220, -7.1109], [6.2699, 0.6334, -6.4664], [6.5060, -1.1344, -6.5698], [6.5095, -1.6779, -5.2279], [7.5580, -1.4199, -7.5250], [4.9328, -1.4997, -7.3228], [3.1448, -0.2806, -7.5493], [3.7414, -0.4153, -5.8858], [5.0508, 1.1234, -8.1804], [4.4473, 1.8064, -6.6673], [7.0823, 1.1399, -6.9938], [6.2787, 0.9153, -5.4099], [4.5578, -2.4578, -6.9590], [5.0815, -1.5396, -8.4060]],
  "atomic_forces_ev_per_a": [[-0.3, 0.0, 0.6], [0.8, 0.0, -0.2], [-0.2, -1.6, 0.4], [0.8, 0.2, -0.3], [-2.8, 1.0, -3.0], [1.6, -1.3, 2.8], [-1.1, -3.6, 3.3], [-2.5, 1.7, -4.9], [5.8, -1.3, 7.1], [2.6, 2.2, -1.5], [2.2, -2.3, 4.6], [-2.9, 5.0, -7.9], [1.6, 1.4, -1.4], [-2.0, 1.1, 0.6], [0.7, -0.7, 2.2], [0.3, 0.7, -2.2], [-2.6, -0.3, -0.1], [0.2, -1.8, -2.4], [0.7, 0.2, 2.2], [-2.5, 1.3, 0.3], [-0.9, -2.5, -0.6], [-0.2, -0.2, 0.0], [-0.1, 0.0, -0.3], [-0.6, 0.4, -0.2], [0.4, 0.0, -0.1], [0.4, 0.3, -0.2], [-0.3, -0.2, 0.4], [0.0, -0.3, -0.3], [0.0, 0.1, 0.2], [0.1, 0.0, -0.1], [-0.1, -0.1, 0.1], [0.2, 0.0, 0.0], [0.0, -0.1, 0.3], [0.2, 0.0, 0.0], [0.0, 0.2, 0.0], [-0.1, -0.1, 0.2], [0.2, 0.1, 0.2], [-0.2, 0.2, 0.2], [-0.2, 0.7, -0.1], [0.3, -0.1, 0.0], [-0.7, -0.1, 0.0], [0.7, 0.6, 0.3], [0.0, -0.2, 0.5], [0.1, 0.0, -0.2], [-0.1, -0.1, 0.0], [0.2, 0.0, 0.0], [-0.1, -0.2, -0.1], [0.2, -0.2, -0.1], [-0.1, -0.2, 0.0], [-0.1, 0.0, -0.2], [0.1, 0.0, -0.1], [0.1, 0.2, 0.0], [0.3, 0.0, 0.2], [-0.1, 0.2, 0.7], [0.4, -0.6, 0.0], [-0.1, -0.3, -0.1], [-0.2, 0.6, -0.2], [0.3, 0.0, -0.2], [-0.2, 0.0, -0.1], [0.1, -0.1, 0.0], [-0.1, 0.1, -0.1], [-0.1, -0.1, -0.1], [-0.1, 0.1, -0.2], [0.0, -0.1, -0.1], [-0.1, -0.1, 0.2], [-0.1, 0.1, 0.0], [-0.2, 0.1, 0.2], [-0.2, 0.3, -0.2], [0.0, 0.7, 0.1], [0.3, -0.1, -0.6], [0.3, 0.0, -0.3], [-0.2, -0.1, 0.7], [-0.5, -0.2, -0.2], [0.1, 0.0, 0.1], [0.0, 0.0, -0.1], [0.0, 0.0, 0.2], [0.1, -0.1, -0.1], [0.0, -0.2, 0.2], [0.1, -0.2, -0.1], [0.2, 0.0, 0.0], [0.1, 0.0, 0.2]],
  "lowdin_charge": [-0.124, -0.212, -0.253, -0.089, 0.035, 0.023, -0.022, -0.173, 0.033, 0.042, -0.157, 0.000, 0.078, 0.077, 0.083, 0.105, 0.115, 0.127, 0.079, 0.079, 0.087, -0.215, -0.219, -0.224, 0.674, -0.331, -0.330, -0.248, 0.121, 0.120, 0.119, 0.117, 0.106, 0.098, 0.101, 0.094, -0.225, -0.220, -0.222, 0.692, -0.305, -0.362, -0.231, 0.119, 0.123, 0.120, 0.118, 0.107, 0.110, 0.113, 0.112, -0.222, -0.217, -0.226, 0.672, -0.335, -0.328, -0.237, 0.122, 0.123, 0.120, 0.118, 0.108, 0.104, 0.071, 0.117, -0.222, -0.219, -0.225, 0.681, -0.330, -0.323, -0.232, 0.120, 0.117, 0.120, 0.118, 0.107, 0.107, 0.111, 0.111],
  "homo_lumo_gap_ev": 8.72,
  "lumo_energy_ev": -1.36,
  "fmax_ev_per_a": 9.80,
  "smiles": "CC[C@@H](C)C1=C(F)C(=O)OC1=O.O=S1(=O)CCCC1.O=S1(=O)CCCC1.O=S1(=O)CCCC1.O=S1(=O)CCCC1"
}

=====

{
  "formula": "C24H42BFN5ReSi2",
  "method": "wB97M-V/def2-TZVPD",
  "elements": ["Re", "B", "N", "C", "C", "C", "N", "N", "C", "C", "C", "N", "H", "H", "H", "H", "H", "H", "H", "H", "C", "Si", "C", "C", "N", "C", "C", "C", "C", "C", "C", "F", "H", "H", "H", "H", "H", "H", "H", "H", "H", "H", "H", "H", "H", "C", "Si", "C", "C", "C", "C", "C", "C", "C", "C", "H", "H", "H", "H", "H", "H", "H", "H", "H", "H", "H", "H", "H", "H", "H", "H", "H", "H", "H", "H", "H"],
  "positions_angstrom": [[0.2006, -0.7963, 0.0401], [3.0000, -2.4153, -0.9947], [3.0983, -1.5018, 0.2674], [4.2079, -1.1876, 0.9251], [3.9714, -0.0723, 1.7290], [2.6577, 0.2582, 1.4792], [2.1237, -0.6179, 0.6004], [1.6630, -3.2207, -0.9377], [1.4807, -4.4668, -1.3401], [0.1146, -4.7095, -1.5128], [-0.4876, -3.5165, -1.1984], [0.4521, -2.5992, -0.8507], [3.9117, -3.1906, -0.9770], [2.9718, -1.7150, -1.9742], [5.1070, -1.7605, 0.7698], [4.6645, 0.4217, 2.3862], [2.0464, 1.0472, 1.8849], [2.3303, -5.1097, -1.5009], [-0.3561, -5.6257, -1.8206], [-1.5324, -3.2571, -1.1760], [-1.6629, -1.9106, 4.0752], [-0.1122, -1.2237, 3.3046], [0.7016, 0.0532, 4.3958], [1.0435, -2.6324, 2.9087], [-0.6190, -0.4589, 1.7309], [-1.9627, 0.0124, 1.6578], [-2.5830, 0.8371, 2.5912], [-3.9035, 1.2242, 2.4038], [-4.6268, 0.8067, 1.2949], [-4.0271, -0.0029, 0.3367], [-2.7236, -0.3502, 0.5657], [-2.0219, -1.1027, -0.3796], [-1.3881, -2.5673, 4.9040], [-2.2309, -2.5071, 3.3568], [-2.3276, -1.1426, 4.4698], [0.6324, -0.2556, 5.4414], [0.2257, 1.0318, 4.3106], [1.7600, 0.1753, 4.1623], [1.1428, -3.2373, 3.8144], [2.0451, -2.3114, 2.6220], [0.6531, -3.2923, 2.1299], [-2.0313, 1.1771, 3.4578], [-4.3728, 1.8669, 3.1362], [-5.6533, 1.1184, 1.1636], [-4.5422, -0.3349, -0.5541], [2.2290, 1.4732, -1.7504], [0.3773, 1.2407, -1.5069], [-0.3670, 0.7709, -3.2081], [0.5604, -0.2664, -3.8598], [-0.3964, 2.0186, -4.1053], [-1.7795, 0.1804, -3.1535], [-0.3026, 2.8299, -0.6734], [-1.8322, 2.8988, -0.6670], [0.2405, 4.0487, -1.4401], [0.2140, 2.9410, 0.7672], [2.4093, 2.1429, -2.5953], [2.7463, 0.5347, -1.9546], [2.6878, 1.9196, -0.8656], [1.5603, 0.1298, -4.0420], [0.1447, -0.5680, -4.8263], [0.6648, -1.1709, -3.2526], [0.5726, 2.5190, -4.1614], [-1.1395, 2.7456, -3.7750], [-0.6658, 1.7163, -5.1222], [-1.7768, -0.8268, -2.7356], [-2.1781, 0.1023, -4.1697], [-2.4748, 0.7922, -2.5748], [-2.2465, 2.8911, -1.6765], [-2.1526, 3.8317, -0.1919], [-2.2835, 2.0777, -0.1077], [-0.0957, 4.0798, -2.4755], [1.3311, 4.0851, -1.4343], [-0.1185, 4.9606, -0.9524], [-0.1534, 2.1344, 1.4058], [-0.1227, 3.8864, 1.2044], [1.3069, 2.9429, 0.8013]],
  "atomic_forces_ev_per_a": [[0.0, 0.0, 0.0], [0.0, 0.0, 0.1], [0.1, 0.0, 0.0], [0.0, 0.0, 0.1], [0.0, 0.0, -0.1], [-0.1, 0.0, 0.0], [0.1, 0.1, 0.0], [0.0, 0.0, -0.1], [0.0, 0.0, 0.0], [0.0, 0.0, 0.0], [0.0, 0.0, 0.0], [0.0, 0.0, 0.0], [0.0, 0.0, 0.0], [0.0, 0.0, 0.0], [0.0, 0.0, 0.0], [0.0, 0.0, 0.0], [0.0, 0.0, 0.0], [0.0, 0.0, 0.0], [0.0, 0.0, 0.0], [0.0, 0.0, 0.0], [0.0, 0.0, 0.0], [0.0, 0.0, 0.0], [0.0, 0.0, 0.0], [0.0, 0.0, 0.0], [-0.1, 0.0, 0.0], [0.0, 0.0, 0.0], [0.0, 0.0, 0.0], [0.0, 0.0, 0.0], [0.0, 0.0, 0.0], [0.1, 0.0, 0.0], [-0.1, 0.0, 0.0], [0.0, 0.1, 0.0], [0.0, 0.0, 0.0], [0.0, 0.0, 0.0], [0.0, 0.0, 0.0], [0.0, 0.0, 0.0], [0.0, 0.0, 0.0], [0.0, 0.0, 0.0], [0.0, 0.0, 0.0], [0.0, 0.0, 0.0], [0.0, 0.0, 0.0], [0.0, 0.0, 0.0], [0.0, 0.0, 0.0], [0.0, 0.0, 0.0], [0.0, 0.0, 0.0], [0.0, 0.0, 0.0], [0.0, 0.1, 0.0], [0.0, 0.0, 0.0], [0.0, 0.0, 0.0], [0.0, 0.0, 0.0], [0.0, 0.0, 0.0], [0.0, 0.0, 0.0], [0.0, 0.0, 0.0], [0.0, 0.0, 0.0], [0.0, 0.0, 0.0], [0.0, 0.0, 0.0], [0.0, 0.0, 0.0], [0.0, 0.0, 0.0], [0.0, 0.0, 0.0], [0.0, 0.0, 0.0], [0.0, 0.0, 0.0], [0.0, 0.0, 0.0], [0.0, 0.0, 0.0], [0.0, 0.0, 0.0], [0.0, 0.0, 0.0], [0.0, 0.0, 0.0], [0.0, 0.0, 0.0], [0.0, 0.0, 0.0], [0.0, 0.0, 0.0], [0.0, 0.0, 0.0], [0.0, 0.0, 0.0], [0.0, 0.0, 0.0], [0.0, 0.0, 0.0], [0.0, 0.0, 0.0], [0.0, 0.0, 0.0], [0.0, 0.0, 0.0]],
  "lowdin_charge": [1.396, -0.384, -0.054, -0.039, -0.012, -0.146, -0.167, -0.057, -0.034, -0.014, -0.107, -0.147, 0.084, 0.072, 0.138, 0.112, 0.100, 0.139, 0.111, 0.110, -0.153, 0.461, -0.154, -0.159, -0.221, -0.326, -0.035, -0.051, -0.055, 0.004, -0.220, -0.078, 0.046, 0.047, 0.034, 0.045, 0.031, 0.022, 0.048, 0.019, 0.031, 0.114, 0.117, 0.116, 0.133, -0.189, 0.670, -0.649, -0.103, -0.091, -0.098, -0.634, -0.075, -0.087, -0.106, 0.046, 0.011, 0.030, 0.080, 0.094, 0.056, 0.080, 0.072, 0.093, 0.057, 0.093, 0.066, 0.075, 0.096, 0.053, 0.064, 0.080, 0.094, 0.044, 0.095, 0.069],
  "homo_lumo_gap_ev": [7.46, 7.53],
  "relative_energy_kj_mol": 0.00,
  "charge": 1,
  "lumo_energy_ev": [-3.73, -3.88],
  "spin_multiplicity": 2,
  "fmax_ev_per_a": 0.15
}

=====

{
  "formula": "C24H42BeCl2FI2MgN2NaO13",
  "method": "wB97M-V/def2-TZVPD",
  "elements": ["C", "C", "I", "C", "I", "C", "N", "C", "C", "N", "C", "O", "C", "C", "O", "C", "O", "C", "C", "O", "C", "C", "O", "O", "H", "H", "H", "H", "H", "H", "H", "H", "H", "H", "H", "H", "H", "H", "H", "H", "H", "H", "H", "H", "H", "H", "H", "H", "Mg", "C", "C", "O", "H", "H", "H", "H", "H", "H", "F", "C", "O", "O", "O", "Na", "C", "C", "O", "C", "H", "H", "H", "H", "H", "H", "O", "C", "O", "C", "C", "C", "H", "H", "H", "H", "H", "H", "Be", "Cl", "Cl"],
  "positions_angstrom": [[-6.5770, -1.5290, 0.5384], [-5.3727, -1.6852, -0.5653], [-6.1434, -3.1391, -2.0736], [-4.9807, -0.3079, -1.3668], [-6.1662, 1.4011, -0.5910], [-3.3844, -0.0059, -1.5125], [-2.5881, -1.3236, -1.6257], [-2.8266, 0.7570, -2.8933], [-3.1729, 0.0056, -4.3169], [-1.3436, 0.9034, -2.4901], [-1.0511, 0.6264, -1.0001], [0.1496, 0.3746, -0.4835], [-2.5485, 0.7993, -0.3613], [-2.6679, 2.4407, -0.2393], [-1.4870, 2.9474, 0.5043], [-1.0184, 4.2354, -0.0282], [0.1553, 3.9529, -0.8752], [1.4228, 4.2409, -0.1863], [1.9927, 2.9964, 0.7414], [3.3453, 3.4430, 1.2141], [-2.8897, 0.2862, 1.1517], [-1.6221, 0.2116, 2.1848], [-0.8216, -0.8853, 2.2143], [-1.2351, 1.2925, 3.1367], [-6.7450, -2.6185, 0.9965], [-7.6176, -1.2137, 0.0946], [-6.2474, -0.8658, 1.4744], [-4.4831, -2.2224, -0.0289], [-5.3902, -0.4592, -2.4785], [-2.4578, -1.7624, -0.6886], [-3.1246, -2.0039, -2.2108], [-3.2157, 1.8587, -3.0817], [-3.8487, -0.9661, -4.1653], [-3.8510, 0.7412, -4.9666], [-2.2211, -0.2305, -4.9608], [-0.9791, 1.8087, -2.8591], [-2.6778, 3.0070, -1.2628], [-3.6123, 2.8107, 0.3610], [-0.6563, 4.8684, 0.9169], [-1.8412, 4.8886, -0.5481], [2.2375, 4.3888, -1.0458], [1.4321, 5.2501, 0.4239], [2.2037, 2.0200, 0.1024], [1.3721, 2.7954, 1.7127], [3.5971, 2.9195, 2.0519], [-3.4277, -0.7707, 1.2074], [-3.6698, 1.0471, 1.6391], [-2.1226, 1.6560, 3.4531], [-5.4176, 0.5566, 2.3614], [-2.6301, -5.4148, 0.2577], [-3.4655, -6.6577, 0.4843], [-4.7394, -6.2989, 0.9988], [-2.5040, -4.8601, 1.1933], [-1.6429, -5.6746, -0.1348], [-3.1239, -4.7396, -0.4487], [-2.9793, -7.3193, 1.2074], [-3.6070, -7.2111, -0.4491], [-5.1664, -5.7183, 0.3457], [-6.3176, -4.2193, 1.2631], [-4.8164, 4.8031, 3.4975], [-4.7880, 5.4629, 4.5250], [-4.9530, 5.2640, 2.3584], [-4.7130, 3.5724, 3.4378], [3.5824, 4.6327, -0.3644], [5.0478, -0.8573, 0.1359], [5.7090, 0.4895, 0.2577], [5.7625, 1.2632, -0.6969], [6.3022, 0.8530, 1.5926], [4.6653, -0.9830, -0.8826], [5.7753, -1.6479, 0.3362], [4.2103, -0.9246, 0.8348], [7.0857, 0.1386, 1.8580], [5.5206, 0.8619, 2.3565], [6.7452, 1.8528, 1.5327], [10.7382, -2.1800, 2.3163], [10.3813, -1.5927, 1.3084], [9.4135, -0.6300, 1.2802], [9.1786, -0.2415, -0.0724], [10.4303, -0.6225, -0.8188], [10.8982, -1.8478, -0.0751], [8.2962, -0.7751, -0.4409], [8.9874, 0.8346, -0.1191], [10.2600, -0.7960, -1.8846], [11.1778, 0.1742, -0.7207], [10.4395, -2.7606, -0.4653], [11.9876, -1.9286, -0.0803], [-3.0176, 3.1695, 1.9864], [-5.4176, -5.1581, -3.3550], [-5.1176, -1.8547, -3.9311]],
  "atomic_forces_ev_per_a": [[-0.4, -1.5, -0.6], [-0.3, 2.5, 1.2], [-0.2, -0.7, 2.3], [0.3, -0.8, -1.0], [0.9, -0.2, -0.6], [1.1, -0.1, -0.8], [-1.6, 0.3, 0.8], [-0.4, 0.8, 0.4], [0.6, 1.2, -0.7], [-0.1, 0.2, 1.4], [3.7, -0.6, -0.4], [-7.5, 2.0, -3.1], [0.6, 0.1, 1.2], [-0.2, -0.1, -1.7], [-1.3, 1.5, -0.6], [1.2, 1.0, 1.6], [0.4, 1.3, 2.1], [0.0, -0.7, -0.6], [0.1, -0.7, 0.2], [-0.7, -1.7, 2.2], [0.6, -0.4, 0.4], [5.3, -5.5, 1.0], [-5.6, 7.5, -0.4], [-2.9, -2.2, -2.5], [0.8, 0.9, -0.5], [2.3, 0.0, 0.8], [-0.9, -1.6, -2.1], [-1.7, 0.9, -1.3], [1.0, 1.0, 2.9], [-0.2, 0.4, -0.9], [0.7, 0.8, 0.6], [0.3, -2.2, 0.9], [3.6, 3.2, -0.6], [1.5, -1.4, 1.4], [-1.7, 0.4, 1.5], [0.1, -1.3, 0.7], [-0.3, -1.3, 1.8], [0.8, -0.9, -1.3], [-0.9, -1.4, -2.0], [1.6, -1.7, 0.5], [-4.9, -0.9, 0.3], [-0.4, -1.9, -1.0], [-1.1, 2.0, 1.3], [0.7, 0.3, -2.3], [-0.7, 1.3, -2.1], [1.3, 1.8, -0.2], [2.1, -1.2, -1.2], [1.0, -0.3, -0.1], [-0.5, 1.4, 1.3], [0.4, 0.1, 0.1], [-0.7, 0.3, 0.0], [0.6, -0.6, -0.3], [0.0, -0.1, -0.1], [0.0, 0.1, 0.0], [0.0, -0.1, -0.1], [-0.1, 0.1, 0.0], [0.3, -0.1, -0.1], [-0.3, 0.2, 0.8], [-0.2, 0.9, -0.8], [0.0, 3.0, 0.7], [-0.1, 0.8, 1.5], [0.2, 3.2, -4.7], [2.8, -8.6, 0.3], [4.4, 1.3, 0.4], [-0.1, 0.2, -0.5], [0.0, 0.6, -0.9], [-0.1, -0.5, 1.0], [0.1, 0.5, -0.2], [0.1, 0.0, 0.2], [-0.1, 0.0, 0.2], [0.2, -0.2, 0.1], [-0.2, 0.0, 0.2], [0.1, -0.3, 0.1], [-0.1, -0.2, 0.0], [-1.0, 1.4, -1.5], [0.7, -1.6, 2.0], [0.3, -0.3, 0.5], [-0.4, 0.5, -0.4], [0.3, 0.3, -0.8], [0.3, 0.2, -0.4], [0.0, 0.0, 0.0], [-0.1, -0.2, 0.2], [0.0, 0.1, 0.2], [-0.2, -0.1, 0.0], [0.1, 0.0, 0.1], [-0.3, -0.3, 0.2], [-2.7, 1.3, 2.3], [0.1, -0.4, -1.2], [-2.8, -3.2, 0.6]],
  "lowdin_charge": [-0.287, -0.634, 1.111, -0.629, 0.960, -0.355, 0.092, -0.243, -0.135, 0.042, -0.208, -0.002, -0.198, -0.144, -0.203, -0.143, -0.110, -0.165, -0.103, -0.202, -0.133, -0.243, -0.008, -0.037, 0.043, 0.084, -0.098, 0.090, -0.023, 0.096, 0.068, 0.139, -0.207, 0.098, 0.098, 0.124, 0.151, 0.058, 0.168, 0.182, 0.105, 0.166, 0.160, 0.166, 0.159, 0.133, -0.095, 0.067, 0.768, -0.102, -0.335, -0.114, 0.077, 0.067, 0.047, 0.108, 0.101, 0.036, -0.603, -1.141, 0.022, -0.040, -0.158, 0.671, -0.011, -0.510, 0.025, -0.021, 0.092, 0.090, 0.093, 0.079, 0.086, 0.088, 0.112, -0.454, 0.011, -0.182, -0.162, -0.083, 0.124, 0.130, 0.124, 0.126, 0.139, 0.135, 0.704, -0.313, 0.223],
  "homo_lumo_gap_ev": 3.69,
  "lumo_energy_ev": -2.68,
  "fmax_ev_per_a": 9.36
}